C2H6ClO2Y | ωB97M-V with the def2-TZVPD basis set

Output
- E_HOMO (eV) = -16.88
- 2S+1 = 1
- energy relative to the best compared isomer or geometry (same formula, charge and spin) (kcal/mol) = 44.5
- charge = +2

The geometry in XYZ format:
```
12
Properties=species:S:1:pos:R:3:lowdin_charge:R:1
Y 2.95 1.58 -2.04 1.70
Cl 1.67 0.23 -1.19 0.73
C -1.11 -0.70 0.07 -0.23
C -0.49 0.29 1.01 -0.23
O 0.91 0.11 1.16 -0.10
O -0.84 -0.40 -1.26 -0.08
H -2.19 -0.75 0.23 0.15
H -0.71 -1.68 0.32 0.14
H -0.86 0.18 2.03 0.15
H -0.75 1.31 0.73 0.13
H 1.31 0.06 0.29 -0.21
H 0.10 -0.24 -1.37 -0.15
```